1.
{"formula": "CH3N3P2", "method": "ωB97M-V/def2-TZVPD", "elements": ["C", "N", "N", "N", "P", "P", "H", "H", "H"], "coordinates": [[-0.394, -1.323, 0.143], [-1.520, -0.797, 0.422], [-1.625, 0.384, -0.220], [-0.771, 0.797, -1.015], [0.502, -0.280, -1.148], [1.806, 0.630, 0.219], [0.096, -2.256, 0.435], [0.254, 0.772, 1.464], [1.651, 2.073, -0.299]], "multiplicity": 1, "gap_ev": 8.54, "relative_energy_kj_mol": 198.8}

=====

2.
{"formula": "C5H12OSi2", "method": "ωB97M-V/def2-TZVPD", "elements": ["C", "C", "C", "C", "C", "O", "Si", "Si", "H", "H", "H", "H", "H", "H", "H", "H", "H", "H", "H", "H"], "coordinates": [[-0.052, -0.447, -0.323], [0.490, -1.646, -0.908], [0.321, 0.958, -0.832], [1.381, 1.473, 0.129], [-1.070, -0.446, 0.834], [2.429, 0.614, 0.345], [1.962, -0.987, 0.253], [-2.764, -0.181, 0.156], [0.450, 0.912, -1.998], [-0.602, 1.517, -0.616], [1.788, 2.506, -0.138], [0.766, 1.496, 1.113], [-0.995, -1.394, 1.361], [-0.635, 0.411, 1.493], [0.922, -1.433, -1.939], [1.879, -1.635, 1.590], [3.164, -1.408, -0.500], [-2.999, 0.814, -0.797], [-3.350, 0.150, 1.596], [-3.084, -1.274, -0.820]], "multiplicity": 1, "gap_ev": 8.44, "relative_energy_kj_mol": 424.5}

=====

3.
{"formula": "C4H5NO", "method": "ωB97M-V/def2-TZVPD", "elements": ["H", "N", "C", "C", "C", "C", "O", "H", "H", "H", "H"], "coordinates": [[-0.113, -0.937, -2.063], [-0.415, 0.049, -2.189], [-0.146, 0.362, -1.015], [0.644, -0.741, 0.036], [0.713, 0.228, 1.220], [-0.382, 0.613, 0.316], [-1.630, 0.310, 0.743], [1.552, -0.500, -0.552], [0.302, -0.105, 2.171], [1.592, 0.853, 1.305], [-2.117, -0.132, 0.029]], "smiles": "[H]/N=C1\\[C@H]2C[C@@]12O", "multiplicity": 1, "gap_ev": 8.82, "relative_energy_kj_mol": 566.0}

=====

4.
{"formula": "C2H5CsO4PS", "method": "ωB97M-V/def2-TZVPD", "elements": ["C", "S", "O", "O", "P", "C", "O", "O", "H", "H", "H", "H", "H", "Cs"], "coordinates": [[-1.931, 0.028, 0.690], [-0.904, -1.258, -0.028], [-0.889, -2.412, 0.814], [-1.189, -1.451, -1.409], [1.101, -0.346, 0.091], [1.094, 1.334, -0.953], [0.480, 1.385, -1.975], [1.764, 2.292, -0.416], [-1.357, 0.936, 0.886], [-2.309, -0.383, 1.622], [-2.697, 0.235, -0.054], [1.256, 0.060, 1.436], [2.097, -1.270, -0.302], [3.484, 0.850, -0.401]], "multiplicity": 1, "gap_ev": 9.81, "total_charge": 1}

=====

5.
{"formula": "C4H17NO3", "method": "ωB97M-V/def2-TZVPD", "elements": ["C", "C", "C", "N", "C", "H", "H", "H", "H", "H", "H", "H", "H", "H", "H", "H", "O", "H", "H", "O", "H", "H", "O", "H", "H"], "coordinates": [[-2.408, -1.166, 1.650], [-1.071, -1.104, 0.942], [0.057, -0.393, 1.740], [0.868, 0.463, 0.868], [1.919, 1.195, 1.585], [-2.561, -0.311, 2.313], [-3.224, -1.078, 0.926], [-2.625, -2.048, 2.250], [-0.720, -2.134, 0.814], [-1.081, -0.696, -0.063], [-0.435, 0.323, 2.392], [0.643, -1.180, 2.220], [1.319, -0.086, 0.148], [1.738, 1.405, 2.636], [2.903, 0.767, 1.375], [2.006, 2.195, 1.133], [-0.463, 2.036, -1.681], [-1.119, 2.196, -0.987], [0.306, 1.863, -1.111], [-0.763, -0.652, -2.360], [-0.808, 0.308, -2.494], [-1.362, -0.976, -1.686], [1.893, -0.493, -1.847], [1.897, -1.163, -2.532], [1.005, -0.101, -1.868]], "smiles": "CCCNC.O.O.O", "multiplicity": 1, "gap_ev": 9.66, "relative_energy_kj_mol": 96.0}

=====

6.
{"formula": "C45H43Cl2IMoN4O4S", "method": "ωB97M-V/def2-TZVPD", "elements": ["Mo", "C", "C", "C", "C", "C", "C", "C", "N", "C", "N", "C", "C", "C", "C", "C", "C", "C", "N", "C", "C", "C", "C", "C", "C", "C", "H", "H", "H", "H", "H", "H", "H", "H", "H", "H", "H", "H", "H", "H", "H", "H", "H", "H", "H", "H", "H", "H", "I", "C", "H", "H", "Cl", "C", "Cl", "C", "O", "O", "H", "C", "O", "C", "C", "C", "C", "C", "C", "N", "C", "C", "C", "C", "C", "C", "C", "O", "H", "H", "H", "H", "H", "H", "H", "H", "H", "H", "H", "H", "H", "S", "C", "C", "C", "C", "C", "C", "H", "H", "H", "H", "H"], "coordinates": [[0.492, 0.124, -0.035], [1.393, 2.660, -6.309], [0.941, 1.258, -6.602], [1.025, 0.721, -7.882], [0.615, -0.576, -8.152], [0.090, -1.358, -7.135], [-0.023, -0.839, -5.856], [0.416, 0.453, -5.588], [0.295, 1.003, -4.285], [0.476, 0.326, -3.114], [1.376, -0.663, -3.139], [1.557, -1.746, -2.236], [1.176, -1.676, -0.885], [1.428, -2.807, -0.084], [2.046, -3.922, -0.643], [2.430, -3.946, -1.968], [2.193, -2.860, -2.794], [2.636, -2.893, -4.235], [-0.153, 0.679, -2.017], [-1.263, 1.583, -2.174], [-2.389, 1.148, -2.866], [-3.478, 1.983, -3.040], [-3.445, 3.268, -2.518], [-2.321, 3.701, -1.835], [-1.214, 2.875, -1.650], [-0.015, 3.368, -0.897], [1.878, 3.097, -7.179], [2.096, 2.680, -5.474], [0.554, 3.307, -6.042], [1.431, 1.334, -8.678], [0.701, -0.971, -9.155], [-0.247, -2.366, -7.336], [-0.457, -1.434, -5.061], [-0.204, 1.876, -4.201], [1.861, -0.759, -4.017], [0.619, -3.859, 1.589], [2.242, -4.777, -0.008], [2.926, -4.820, -2.373], [3.124, -3.841, -4.450], [3.362, -2.106, -4.463], [1.802, -2.787, -4.932], [-2.396, 0.143, -3.263], [-4.349, 1.627, -3.574], [-4.291, 3.930, -2.642], [-2.292, 4.704, -1.428], [-0.112, 4.426, -0.658], [0.908, 3.225, -1.460], [0.115, 2.840, 0.053], [2.563, -4.043, 4.883], [1.114, -2.909, 1.383], [2.023, -2.923, 1.988], [0.471, -2.118, 1.750], [-2.933, -2.025, -1.626], [-3.137, -1.725, 0.109], [-2.190, -2.869, 1.058], [-2.746, -0.293, 0.508], [-3.575, 0.356, 1.125], [-1.567, 0.111, 0.209], [-4.184, -1.872, 0.347], [-1.236, -3.544, 4.707], [-1.944, -2.333, 4.410], [-2.696, -1.781, 5.371], [-3.052, -2.396, 6.567], [-3.867, -1.732, 7.474], [-4.340, -0.455, 7.215], [-3.970, 0.174, 6.036], [-3.146, -0.474, 5.135], [-2.766, 0.182, 3.923], [-1.559, 0.368, 3.465], [-0.313, 0.099, 4.075], [-0.101, -0.090, 5.459], [1.134, -0.442, 5.928], [2.188, -0.654, 5.026], [2.028, -0.425, 3.674], [0.786, -0.038, 3.186], [0.610, 0.175, 1.888], [-0.581, -3.729, 3.862], [-1.932, -4.375, 4.837], [-0.606, -3.420, 5.588], [-2.695, -3.391, 6.786], [-4.136, -2.229, 8.397], [-4.978, 0.051, 7.925], [-4.303, 1.181, 5.815], [-3.503, 0.412, 3.260], [-1.542, 0.758, 2.453], [-0.922, 0.052, 6.149], [1.293, -0.605, 6.984], [3.139, -1.014, 5.389], [2.836, -0.606, 2.978], [2.702, 0.713, -0.444], [2.971, 2.365, 0.159], [3.582, 3.289, -0.686], [3.832, 4.579, -0.247], [3.482, 4.958, 1.042], [2.893, 4.034, 1.893], [2.640, 2.740, 1.458], [3.859, 2.988, -1.689], [4.306, 5.290, -0.912], [3.679, 5.965, 1.386], [2.634, 4.315, 2.905], [2.195, 2.019, 2.130]], "multiplicity": 3, "gap_ev": [4.67, 5.16]}